[1]
{"formula": "C30H39AsPtS2Si2Te2", "method": "ωB97M-V with the def2-TZVPD basis set", "homo_lumo_gap_ev": [6.59, 6.15], "lumo_energy_ha": [0.0093, -0.0390], "e_homo_ev": [-6.3, -7.2], "total_charge": 0, "s_squared": 2.016, "de_lowest_kj_mol": 383.2, "spin_multiplicity": 3, "symbols": ["Pt", "S", "C", "C", "C", "C", "C", "C", "As", "C", "C", "C", "C", "C", "C", "C", "C", "C", "C", "C", "C", "H", "H", "H", "H", "H", "H", "H", "H", "H", "H", "H", "H", "H", "H", "Te", "C", "C", "C", "C", "S", "H", "H", "H", "C", "Si", "C", "C", "C", "Te", "C", "Si", "C", "C", "C", "H", "H", "H", "H", "H", "H", "H", "H", "H", "H", "H", "H", "H", "H", "H", "H", "H", "H", "H", "H", "H", "H"], "xyz": [[-0.0029, -0.2987, -1.0329], [3.8376, 0.7390, -0.6842], [1.1830, 2.8946, -0.4035], [1.6186, 2.7970, 1.0221], [2.2003, 4.1655, 1.0899], [0.5539, 5.2257, 0.0568], [-0.6366, 4.3181, -0.0086], [-0.3223, 3.0833, -0.4002], [-1.4456, 1.5422, -0.6758], [-2.7084, 1.6778, 0.7851], [-2.3385, 1.1351, 2.0117], [-3.1886, 1.2429, 3.1013], [-4.4126, 1.8846, 2.9649], [-4.7865, 2.4162, 1.7394], [-3.9355, 2.3142, 0.6463], [-2.5236, 1.9896, -2.2241], [-3.1716, 0.9416, -2.8714], [-3.9879, 1.1970, -3.9624], [-4.1510, 2.4985, -4.4179], [-3.4949, 3.5428, -3.7833], [-2.6824, 3.2900, -2.6857], [1.4029, 2.0406, 1.7638], [3.2472, 4.2211, 1.3908], [0.3766, 6.1392, -0.5116], [-1.6435, 4.6664, 0.1946], [-1.3862, 0.6242, 2.1084], [-2.8997, 0.8210, 4.0553], [-5.0784, 1.9645, 3.8144], [-5.7437, 2.9098, 1.6311], [-4.2334, 2.7221, -0.3120], [-3.0236, -0.0750, -2.5247], [-4.4899, 0.3793, -4.4631], [-4.7830, 2.6974, -5.2737], [-3.6118, 4.5570, -4.1429], [-2.1613, 4.1050, -2.1991], [1.9284, 1.3591, -1.7662], [1.7561, 4.3390, -0.3941], [1.3821, 5.4746, 1.3516], [2.3720, 6.5552, 0.9435], [3.0427, 6.5113, -0.2126], [2.9013, 5.2315, -1.4289], [0.8883, 5.6612, 2.3036], [2.5625, 7.3777, 1.6221], [3.7563, 7.2799, -0.4779], [-0.7954, -6.8261, 0.4610], [0.0685, -5.7629, -0.8140], [-0.6742, -6.0568, -2.5040], [1.8994, -6.1565, -0.8372], [-0.1618, -3.9547, -0.3358], [1.0220, -2.6146, -1.5223], [2.7962, -2.7162, -0.3548], [2.7673, -2.4636, 1.5174], [4.5021, -1.9197, 1.9530], [2.3948, -4.0752, 2.4142], [1.5381, -1.1563, 2.0186], [-0.6997, -7.8865, 0.2167], [-1.8605, -6.5908, 0.5135], [-0.3680, -6.6726, 1.4544], [-0.5452, -7.0978, -2.8083], [-0.2022, -5.4267, -3.2603], [-1.7453, -5.8420, -2.5049], [2.0676, -7.2150, -1.0469], [2.3622, -5.9291, 0.1252], [2.4186, -5.5850, -1.6102], [0.1269, -3.7708, 0.6981], [-1.1946, -3.6216, -0.4475], [3.3855, -1.8941, -0.7732], [3.2874, -3.6536, -0.6201], [5.2446, -2.6646, 1.6573], [4.6039, -1.7538, 3.0284], [4.7340, -0.9835, 1.4416], [2.8954, -4.9272, 1.9495], [1.3268, -4.2942, 2.4651], [2.7569, -4.0046, 3.4429], [1.8217, -0.2156, 1.5388], [1.5395, -1.0206, 3.1037], [0.5216, -1.4070, 1.6999]], "forces_ev_per_a": [[0.0, 0.0, 0.1], [0.0, 0.1, 0.0], [0.0, -0.1, -0.1], [0.0, 0.0, 0.0], [0.0, 0.0, 0.0], [0.0, 0.0, 0.0], [0.0, 0.0, 0.0], [0.0, 0.0, 0.0], [0.0, 0.0, -0.1], [0.0, 0.0, 0.0], [0.0, 0.0, 0.0], [0.0, 0.0, 0.0], [0.0, 0.0, 0.0], [0.0, 0.0, 0.0], [0.0, 0.0, 0.0], [0.0, 0.0, 0.1], [0.0, 0.0, 0.0], [0.0, 0.0, 0.0], [0.0, 0.0, 0.0], [0.0, 0.0, 0.0], [0.0, 0.0, 0.0], [0.0, 0.0, 0.0], [0.0, 0.0, 0.0], [0.0, 0.0, 0.0], [0.0, 0.0, 0.0], [0.0, 0.0, 0.0], [0.0, 0.0, 0.0], [0.0, 0.0, 0.0], [0.0, 0.0, 0.0], [0.0, 0.0, 0.0], [0.0, 0.0, 0.0], [0.0, 0.0, 0.0], [0.0, 0.0, 0.0], [0.0, 0.0, 0.0], [0.0, 0.0, 0.0], [-0.2, 0.0, 0.0], [0.0, 0.0, 0.0], [0.0, 0.0, 0.0], [0.0, 0.0, 0.0], [0.0, 0.0, 0.0], [0.0, 0.0, 0.0], [0.0, 0.0, 0.0], [0.0, 0.0, 0.0], [0.0, 0.0, 0.0], [0.0, 0.0, 0.0], [0.0, 0.0, 0.0], [0.0, 0.0, 0.0], [0.0, 0.0, 0.0], [0.0, 0.0, 0.0], [0.0, -0.1, 0.0], [0.0, 0.0, -0.1], [0.1, 0.0, 0.0], [0.0, 0.0, 0.1], [0.0, 0.0, 0.0], [-0.1, 0.0, 0.0], [0.0, 0.0, 0.0], [0.0, 0.0, 0.0], [0.0, 0.0, 0.0], [0.0, 0.0, 0.0], [0.0, 0.0, 0.0], [0.0, 0.0, 0.0], [0.0, 0.0, 0.0], [0.0, 0.0, -0.1], [0.0, 0.0, 0.0], [0.0, 0.0, 0.0], [0.0, 0.0, 0.0], [0.0, 0.0, 0.0], [0.0, 0.0, 0.0], [0.0, 0.0, 0.0], [0.0, 0.0, 0.0], [0.0, 0.0, 0.0], [0.0, 0.0, 0.0], [0.0, 0.0, 0.0], [0.0, 0.0, 0.0], [0.0, 0.0, 0.0], [0.0, 0.0, 0.0], [0.0, 0.0, 0.0]], "lowdin_charge": [-0.045, -0.199, -0.682, -0.010, -0.191, -0.208, -0.033, -0.377, 1.128, -0.362, -0.110, -0.080, -0.086, -0.081, -0.096, -0.382, -0.117, -0.080, -0.084, -0.079, -0.099, 0.098, 0.150, 0.142, 0.117, 0.089, 0.105, 0.103, 0.104, 0.098, 0.089, 0.104, 0.103, 0.105, 0.090, 0.796, -0.608, -0.174, -0.124, -0.399, 0.963, 0.136, 0.105, 0.065, -0.180, 0.382, -0.185, -0.180, -0.563, 1.147, -0.577, 0.400, -0.180, -0.176, -0.201, 0.032, 0.032, 0.028, 0.033, 0.023, 0.033, 0.037, 0.011, 0.022, -0.018, 0.009, -0.069, -0.003, 0.036, 0.033, -0.010, 0.018, 0.019, 0.033, -0.012, 0.040, 0.002]}


[2]
{"formula": "C53H61F3N2O6Si", "method": "ωB97M-V with the def2-TZVPD basis set", "homo_lumo_gap_ev": 8.47, "lumo_energy_ha": -0.0384, "e_homo_ev": -9.5, "total_charge": 0, "smiles": "COCCCCCCCCCCCC[C@@](C#N)(CCO[Si](C)(C)C)[C@H](C#N)CCC(F)(F)F.O=C1c2ccccc2C(=O)c2ccccc21.O=C1c2ccccc2C(=O)c2ccccc21", "symbols": ["C", "O", "C", "C", "C", "C", "C", "C", "C", "C", "C", "C", "C", "C", "C", "C", "N", "C", "C", "O", "Si", "C", "C", "C", "C", "C", "N", "C", "C", "C", "F", "F", "F", "H", "H", "H", "H", "H", "H", "H", "H", "H", "H", "H", "H", "H", "H", "H", "H", "H", "H", "H", "H", "H", "H", "H", "H", "H", "H", "H", "H", "H", "H", "H", "H", "H", "H", "H", "H", "H", "H", "H", "H", "H", "H", "H", "H", "H", "O", "C", "C", "C", "C", "C", "C", "C", "C", "O", "C", "C", "C", "C", "C", "C", "H", "H", "H", "H", "H", "H", "H", "H", "O", "C", "C", "C", "C", "C", "C", "C", "C", "O", "C", "C", "C", "C", "C", "C", "H", "H", "H", "H", "H", "H", "H", "H"], "xyz": [[-1.1121, -6.7938, 2.9303], [-0.3724, -5.5999, 2.9941], [-0.9395, -4.6633, 3.8884], [0.1432, -3.6809, 4.3368], [0.7733, -2.9406, 3.1427], [0.0934, -1.5684, 2.8691], [1.0698, -0.6061, 2.1763], [0.3905, 0.3676, 1.1898], [1.4585, 1.0593, 0.3329], [0.8817, 1.8603, -0.8620], [1.6463, 1.5621, -2.1569], [1.1296, 2.4092, -3.3433], [0.9930, 1.5789, -4.6396], [0.3616, 2.4695, -5.7261], [-0.2058, 1.7237, -6.9676], [-0.1604, 0.2489, -6.8229], [-0.0721, -0.8908, -6.7072], [-1.7089, 2.1049, -7.1169], [-1.9294, 3.6067, -7.3681], [-3.1749, 4.0401, -6.8334], [-3.1321, 4.7366, -5.3015], [-3.0039, 3.4738, -3.8949], [-1.7845, 6.0456, -5.1103], [-4.7973, 5.5903, -5.0752], [0.6327, 2.0975, -8.2348], [-0.1842, 2.0093, -9.4782], [-0.9226, 2.0153, -10.3589], [1.8526, 1.1736, -8.4424], [2.8603, 1.7825, -9.4618], [4.2666, 1.4407, -9.0247], [4.5829, 2.0454, -7.8681], [5.1932, 1.8020, -9.9141], [4.3960, 0.1244, -8.8361], [-0.5202, -7.5111, 2.3641], [-2.0746, -6.6485, 2.4247], [-1.2930, -7.2058, 3.9294], [-1.7175, -4.0754, 3.3797], [-1.3840, -5.1765, 4.7463], [-0.2933, -2.9738, 5.0446], [0.8982, -4.2558, 4.8801], [1.8296, -2.7577, 3.3488], [0.6857, -3.5529, 2.2459], [-0.2476, -1.1945, 3.8381], [-0.8032, -1.7605, 2.2734], [1.6121, -0.0624, 2.9489], [1.7545, -1.2194, 1.5854], [-0.1247, 1.1157, 1.8018], [-0.3568, -0.1535, 0.5898], [1.9834, 1.7661, 0.9777], [2.1514, 0.3059, -0.0446], [0.9596, 2.9324, -0.6617], [-0.1767, 1.6260, -0.9992], [1.4695, 0.5139, -2.4106], [2.7144, 1.7456, -2.0365], [0.1069, 2.7205, -3.0952], [1.7044, 3.3220, -3.5079], [1.9823, 1.2691, -4.9834], [0.3770, 0.7176, -4.3868], [-0.4147, 3.0631, -5.2458], [1.1331, 3.1631, -6.0668], [-2.1870, 1.5502, -7.9234], [-2.1865, 1.7812, -6.1912], [-1.9985, 3.7427, -8.4487], [-1.0839, 4.2199, -7.0372], [-2.4699, 2.5613, -4.1556], [-2.5736, 3.9218, -2.9970], [-4.0277, 3.1947, -3.6285], [-2.2356, 6.8789, -4.5669], [-1.4562, 6.4390, -6.0744], [-0.9300, 5.6863, -4.5360], [-4.9402, 6.4291, -5.7548], [-4.8058, 5.9781, -4.0502], [-5.6223, 4.8802, -5.1423], [0.9834, 3.1245, -8.1466], [1.5226, 0.2250, -8.8552], [2.3680, 0.9897, -7.5013], [2.7252, 1.2842, -10.4219], [2.7381, 2.8543, -9.5970], [4.5522, -1.5209, 3.3162], [5.5802, -1.1179, 3.8200], [6.9042, -1.6240, 3.3668], [6.9583, -2.5562, 2.3375], [8.1841, -3.0111, 1.8817], [9.3616, -2.5362, 2.4509], [9.3128, -1.6181, 3.4865], [8.0853, -1.1624, 3.9518], [8.0498, -0.1887, 5.0774], [9.0732, 0.1734, 5.6205], [6.7262, 0.3329, 5.5165], [6.6715, 1.2686, 6.5425], [5.4502, 1.7841, 6.9431], [4.2776, 1.3675, 6.3203], [4.3259, 0.4266, 5.3055], [5.5484, -0.0972, 4.9026], [6.0410, -2.9194, 1.8950], [8.2248, -3.7345, 1.0781], [10.3185, -2.8854, 2.0859], [10.2255, -1.2509, 3.9349], [7.5851, 1.5925, 7.0213], [5.4097, 2.5146, 7.7402], [3.3252, 1.7774, 6.6297], [3.4163, 0.0971, 4.8219], [-9.0998, -1.4034, 5.4547], [-7.9690, -1.8440, 5.4657], [-6.9162, -1.2250, 6.3177], [-7.2456, -0.1430, 7.1251], [-6.2861, 0.4218, 7.9485], [-4.9933, -0.0920, 7.9703], [-4.6560, -1.1608, 7.1571], [-5.6135, -1.7278, 6.3247], [-5.2302, -2.8649, 5.4443], [-4.0861, -3.2693, 5.4109], [-6.2866, -3.4970, 4.6086], [-5.9567, -4.5821, 3.8052], [-6.9340, -5.1994, 3.0430], [-8.2455, -4.7361, 3.0801], [-8.5769, -3.6478, 3.8697], [-7.5992, -3.0214, 4.6332], [-8.2525, 0.2504, 7.1086], [-6.5452, 1.2621, 8.5790], [-4.2482, 0.3443, 8.6225], [-3.6511, -1.5597, 7.1672], [-4.9369, -4.9413, 3.7822], [-6.6763, -6.0459, 2.4201], [-9.0091, -5.2251, 2.4897], [-9.5943, -3.2830, 3.8978]], "forces_ev_per_a": [[0.1, 0.0, -0.2], [0.0, -0.2, 0.2], [0.1, 0.8, 0.0], [0.1, -0.6, -0.4], [-0.4, 0.6, 0.5], [0.4, -0.8, 0.3], [-1.1, -0.4, -0.6], [0.8, 0.2, 0.9], [-1.0, 0.4, -0.2], [0.7, -0.1, 0.1], [-0.6, 0.6, -0.4], [-0.5, -0.7, 0.0], [0.2, 1.3, 0.3], [0.6, -0.8, 0.3], [-0.7, 0.2, -0.4], [0.2, 0.2, 0.2], [-0.1, 0.1, -0.1], [0.3, 0.1, 0.1], [-0.4, -0.5, -0.6], [0.7, 0.3, 0.8], [-0.8, 0.3, 0.2], [-0.3, 0.2, -0.3], [-0.2, -0.3, -0.2], [0.5, -0.3, 0.2], [0.0, -0.9, -0.8], [-0.2, 0.5, 0.6], [0.3, -0.2, -0.1], [0.5, 0.7, -0.5], [-0.2, -0.9, 0.2], [-0.4, 0.4, -0.2], [0.1, 0.1, 0.4], [0.2, 0.2, -0.3], [0.1, -0.4, 0.1], [0.0, 0.0, 0.0], [0.0, 0.0, 0.0], [0.0, 0.0, 0.0], [-0.2, -0.3, 0.0], [0.0, 0.0, 0.0], [0.0, 0.0, 0.0], [0.0, 0.0, 0.0], [0.0, -0.1, -0.1], [0.3, -0.1, 0.0], [0.0, 0.3, -0.1], [0.0, 0.3, -0.1], [0.3, 0.0, -0.2], [0.3, 0.1, 0.2], [-0.3, 0.1, -0.3], [0.1, -0.1, -0.1], [0.4, -0.2, 0.0], [0.1, 0.0, 0.1], [-0.2, 0.0, 0.0], [0.0, 0.0, -0.1], [0.3, -0.1, 0.1], [0.1, -0.3, 0.2], [0.1, 0.2, 0.0], [0.1, 0.0, 0.0], [-0.1, -0.4, 0.1], [0.0, -0.1, -0.3], [-0.2, 0.0, -0.2], [-0.1, 0.1, 0.1], [0.1, -0.1, 0.0], [-0.1, 0.2, 0.0], [0.1, 0.1, 0.0], [-0.1, 0.0, 0.3], [0.1, 0.0, 0.1], [0.2, 0.0, -0.1], [0.0, -0.1, -0.1], [0.1, 0.0, 0.1], [0.1, 0.0, 0.0], [0.1, 0.0, -0.1], [-0.1, -0.1, -0.1], [0.0, 0.1, -0.1], [0.0, 0.1, -0.2], [-0.2, 0.1, 0.1], [-0.1, -0.2, 0.3], [-0.2, 0.0, 0.1], [0.0, 0.3, -0.1], [0.2, 0.1, 0.1], [0.0, 0.0, 0.0], [-0.2, -0.1, -0.1], [0.1, 0.0, 0.0], [0.1, -0.1, -0.1], [0.0, 0.0, 0.0], [-0.1, 0.0, 0.0], [0.1, -0.1, -0.1], [-0.1, 0.0, -0.1], [0.3, 0.1, 0.1], [-0.1, 0.0, 0.0], [-0.1, 0.0, 0.0], [-0.1, 0.1, 0.1], [0.0, 0.0, 0.0], [0.1, 0.0, 0.0], [-0.1, 0.1, 0.1], [0.1, 0.0, 0.0], [-0.1, 0.1, 0.1], [0.0, 0.0, 0.0], [0.0, 0.0, 0.0], [-0.1, 0.1, 0.1], [0.1, -0.1, -0.1], [0.0, 0.0, 0.0], [0.0, 0.0, 0.0], [0.1, -0.1, -0.1], [0.1, 0.0, 0.0], [-0.3, 0.1, 0.0], [0.1, 0.0, 0.0], [0.0, 0.1, 0.1], [0.0, 0.0, 0.0], [-0.1, 0.0, 0.0], [0.1, 0.1, 0.1], [-0.1, 0.0, 0.0], [0.3, -0.1, 0.0], [0.0, 0.0, 0.0], [-0.1, 0.0, 0.0], [0.0, -0.1, -0.1], [0.0, 0.0, 0.0], [0.1, 0.0, 0.0], [-0.1, -0.1, -0.1], [0.1, -0.1, 0.0], [0.0, -0.1, -0.1], [0.0, 0.0, 0.0], [0.0, 0.0, 0.0], [0.0, -0.1, -0.1], [0.0, 0.1, 0.1], [0.0, 0.0, 0.0], [0.0, 0.0, 0.0], [0.0, 0.1, 0.1]], "lowdin_charge": [-0.119, -0.195, -0.248, -0.171, -0.191, -0.202, -0.214, -0.216, -0.209, -0.212, -0.210, -0.204, -0.187, -0.125, -0.362, -0.192, 0.208, -0.106, -0.249, -0.199, 0.449, -0.152, -0.156, -0.166, -0.225, -0.181, 0.193, -0.132, -0.049, -0.659, 0.134, 0.145, 0.149, 0.086, 0.085, 0.084, 0.123, 0.115, 0.105, 0.111, 0.099, 0.110, 0.102, 0.106, 0.104, 0.107, 0.115, 0.109, 0.111, 0.105, 0.110, 0.106, 0.112, 0.115, 0.095, 0.116, 0.119, 0.111, 0.089, 0.126, 0.121, 0.115, 0.115, 0.102, 0.010, 0.035, 0.033, 0.032, 0.034, 0.025, 0.032, 0.034, 0.032, 0.145, 0.124, 0.118, 0.136, 0.133, 0.101, -0.274, -0.082, 0.000, -0.056, -0.056, -0.002, -0.083, -0.277, 0.106, -0.082, -0.001, -0.057, -0.056, 0.000, -0.080, 0.121, 0.108, 0.107, 0.120, 0.120, 0.107, 0.107, 0.109, 0.107, -0.277, -0.082, -0.001, -0.057, -0.057, -0.002, -0.082, -0.276, 0.099, -0.082, -0.001, -0.055, -0.056, -0.001, -0.082, 0.120, 0.107, 0.107, 0.119, 0.116, 0.107, 0.108, 0.121]}


Which formula does entry 1 have?
C30H39AsPtS2Si2Te2